{"formula": "C51H128F9N9O23S3", "method": "ωB97M-V/def2-TZVPD", "species": ["C", "O", "C", "C", "N", "H", "H", "C", "C", "O", "C", "H", "H", "H", "H", "H", "H", "H", "H", "H", "H", "H", "H", "H", "H", "C", "O", "C", "C", "N", "H", "H", "C", "C", "O", "C", "H", "H", "H", "H", "H", "H", "H", "H", "H", "H", "H", "H", "H", "H", "C", "O", "C", "C", "N", "H", "H", "C", "C", "O", "C", "H", "H", "H", "H", "H", "H", "H", "H", "H", "H", "H", "H", "H", "H", "C", "O", "C", "C", "N", "H", "H", "C", "C", "O", "C", "H", "H", "H", "H", "H", "H", "H", "H", "H", "H", "H", "H", "H", "H", "C", "O", "C", "C", "N", "H", "H", "C", "C", "O", "C", "H", "H", "H", "H", "H", "H", "H", "H", "H", "H", "H", "H", "H", "H", "C", "O", "C", "C", "N", "H", "H", "C", "C", "O", "C", "H", "H", "H", "H", "H", "H", "H", "H", "H", "H", "H", "H", "H", "H", "C", "O", "C", "C", "N", "H", "H", "C", "C", "O", "C", "H", "H", "H", "H", "H", "H", "H", "H", "H", "H", "H", "H", "H", "H", "C", "O", "C", "C", "N", "H", "H", "C", "C", "O", "C", "H", "H", "H", "H", "H", "H", "H", "H", "H", "H", "H", "H", "H", "H", "C", "F", "F", "F", "S", "O", "O", "N", "S", "O", "O", "C", "F", "F", "F", "C", "F", "F", "F", "S", "O", "O", "O"], "xyz": [[-2.58846, -11.12907, 0.26351], [-2.24630, -9.66704, 0.12335], [-2.75745, -8.93846, 1.17336], [-2.33814, -7.48927, 0.97319], [-3.11632, -6.79982, -0.16380], [-2.98127, -7.30381, -1.02859], [-4.09086, -7.05907, -0.22017], [-3.06906, -5.22922, -0.28100], [-3.54898, -4.80674, -1.69248], [-2.54292, -5.51483, -2.51237], [-2.53301, -5.40754, -3.94770], [-3.64470, -11.39790, 0.24967], [-2.05412, -11.47734, 1.14742], [-2.21453, -11.59731, -0.64700], [-2.32345, -9.29362, 2.10803], [-3.82946, -9.02180, 1.35215], [-1.31836, -7.10719, 1.01963], [-2.81474, -6.93407, 1.78109], [-2.03661, -4.90848, -0.14214], [-3.68678, -4.92620, 0.56440], [-3.38288, -3.74665, -1.88414], [-4.61779, -5.00498, -1.77268], [-2.19448, -4.46806, -4.38460], [-3.53453, -5.48834, -4.37024], [-2.07460, -6.32603, -4.31423], [3.18287, -2.51678, 1.85942], [3.32325, -3.17026, 0.67177], [3.18036, -4.55952, 0.89616], [3.37808, -5.25954, -0.54946], [2.43873, -4.68664, -1.55823], [1.86724, -3.96951, -1.13489], [2.94162, -4.14327, -2.24523], [1.70386, -5.67813, -2.53787], [0.57363, -6.53099, -2.00821], [1.04993, -7.70062, -1.34481], [0.93613, -8.92562, -2.09029], [2.25850, -1.96094, 1.70229], [3.93003, -1.73587, 1.71785], [3.43601, -2.90687, 2.84524], [2.18111, -4.87210, 1.19928], [3.87060, -5.07325, 1.56531], [3.27986, -6.34299, -0.61727], [4.37866, -5.01323, -0.90481], [2.46174, -6.32759, -2.97596], [1.44248, -5.26476, -3.51199], [-0.17294, -6.75738, -2.76945], [-0.05402, -6.00899, -1.28595], [1.54997, -8.99353, -2.98845], [-0.13115, -9.10644, -2.21801], [1.34456, -9.71462, -1.45881], [-3.80162, 5.24503, -2.57266], [-3.48898, 3.79269, -2.49228], [-3.07893, 3.23455, -3.70396], [-2.73583, 1.80130, -3.30909], [-4.07680, 1.24520, -2.78586], [-4.42571, 2.07516, -2.32811], [-4.74760, 1.03046, -3.50975], [-3.86095, 0.08117, -1.81975], [-5.17762, -0.51111, -1.31762], [-6.10295, 0.43389, -0.80124], [-7.40345, -0.01707, -0.72164], [-2.92679, 5.88070, -2.70943], [-4.24270, 5.45852, -1.59903], [-4.54554, 5.47823, -3.33443], [-2.26682, 3.85916, -4.07602], [-3.75489, 3.31349, -4.55540], [-1.97924, 1.75153, -2.52602], [-2.34782, 1.23877, -4.15827], [-3.36924, 0.58031, -0.98477], [-3.18840, -0.70843, -2.15486], [-4.96068, -1.24812, -0.54441], [-5.40062, -1.13731, -2.18148], [-7.50246, -0.87815, -0.06070], [-7.87117, -0.23490, -1.68179], [-8.04060, 0.76998, -0.31829], [-1.78508, 4.72660, 9.79188], [-0.64084, 3.98450, 9.35017], [0.61463, 4.65916, 9.31977], [1.65087, 3.67863, 8.91578], [1.38523, 3.16120, 7.50321], [0.44726, 2.79634, 7.41854], [1.42021, 3.86228, 6.77701], [2.47042, 2.17693, 6.97272], [2.08287, 1.69494, 5.57188], [0.80106, 1.01102, 5.49490], [0.48589, 0.36345, 4.22651], [-2.09041, 5.59343, 9.20580], [-1.63033, 5.18454, 10.76883], [-2.62034, 4.04000, 9.92981], [0.89063, 5.21202, 10.21770], [0.59173, 5.37549, 8.49853], [1.70651, 2.87624, 9.65142], [2.64275, 4.11952, 8.81640], [2.58106, 1.29424, 7.60258], [3.46070, 2.63209, 6.98895], [2.89136, 1.00653, 5.32580], [2.18685, 2.54870, 4.90228], [1.30840, -0.34842, 4.15710], [0.48488, 1.07071, 3.39713], [-0.48502, -0.11594, 4.10154], [8.94363, 1.24808, -3.99691], [8.02236, 0.09810, -3.91928], [8.48504, -0.94292, -3.02253], [7.39867, -2.04576, -2.98291], [5.92260, -1.49190, -2.77750], [5.78787, -0.56922, -3.16559], [5.28420, -2.06702, -3.30834], [5.25416, -1.31814, -1.39764], [4.08764, -0.30825, -1.58695], [4.51663, 0.70106, -2.49661], [5.35900, 1.84144, -2.17557], [9.84838, 1.17142, -4.59994], [9.10204, 1.69138, -3.01380], [8.49315, 2.05154, -4.57968], [8.59897, -0.52449, -2.02251], [9.49277, -1.26029, -3.29060], [7.66982, -2.73367, -2.18207], [7.33018, -2.68987, -3.85957], [5.94419, -0.87827, -0.67759], [5.03381, -2.33697, -1.07900], [3.65924, 0.11215, -0.67709], [3.22058, -0.85358, -1.95966], [6.38581, 1.51023, -2.02047], [5.03852, 2.42666, -1.31366], [5.50165, 2.55188, -2.98984], [0.59421, 4.07709, -2.76882], [0.86846, 4.89102, -1.62969], [1.32461, 4.15931, -0.47246], [1.71753, 5.01411, 0.69566], [2.55027, 6.35512, 0.26553], [3.27061, 6.07115, -0.38299], [2.02529, 6.95562, -0.35406], [3.10382, 7.05119, 1.53917], [3.73785, 8.42415, 1.22961], [4.89120, 8.19100, 0.41734], [5.24699, 9.39439, -0.20996], [-0.26935, 3.44360, -2.56618], [1.46093, 3.42411, -2.87141], [0.43970, 4.70421, -3.64685], [2.28006, 3.72610, -0.76833], [0.82702, 3.22775, -0.20285], [2.22024, 4.42312, 1.46125], [0.72664, 5.39728, 0.93943], [3.91958, 6.46465, 1.96180], [2.29690, 6.99901, 2.27010], [4.14756, 8.74899, 2.18602], [2.92647, 9.05025, 0.85844], [4.45650, 9.91671, -0.74887], [5.96352, 8.98622, -0.92275], [5.76113, 10.14159, 0.39456], [-3.63194, -1.05690, 2.37259], [-4.95245, -0.77209, 2.92855], [-5.37105, -1.47168, 4.09487], [-6.85219, -1.66557, 4.11838], [-7.66180, -0.48766, 3.55977], [-7.23048, -0.46113, 2.64688], [-8.63996, -0.67522, 3.39207], [-7.46497, 0.81433, 4.36443], [-8.23469, 2.03176, 3.73323], [-8.25327, 2.15094, 2.33378], [-7.08104, 2.77999, 1.75220], [-3.12942, -0.12326, 2.11980], [-3.50067, -1.62173, 1.44964], [-2.94436, -1.46113, 3.11551], [-4.96428, -0.96385, 4.96937], [-5.04876, -2.50491, 3.96581], [-7.09851, -1.93390, 5.14572], [-7.18988, -2.51416, 3.52344], [-6.39944, 1.00714, 4.23963], [-7.70592, 0.57449, 5.40005], [-7.91972, 3.00964, 4.09743], [-9.26150, 1.93675, 4.08641], [-6.16046, 2.25495, 2.00711], [-6.92829, 3.85521, 1.84532], [-7.07585, 2.50177, 0.69832], [5.63349, -1.20563, -8.20072], [4.39389, -0.80046, -7.45696], [4.74299, -0.05713, -6.29583], [3.52158, 0.63034, -5.59938], [2.62561, -0.46432, -5.18094], [2.47855, -1.02438, -6.00847], [3.21060, -1.07647, -4.63033], [1.21750, -0.08101, -4.68059], [0.13898, -1.07213, -4.99439], [0.27858, -1.57654, -6.32951], [-0.38935, -2.72435, -6.54848], [5.97694, -0.40337, -8.85380], [5.43172, -2.08380, -8.81408], [6.46697, -1.42311, -7.53279], [5.37245, 0.74837, -6.67404], [5.35862, -0.53218, -5.53201], [3.03131, 1.26739, -6.33552], [3.86110, 1.29593, -4.80577], [0.86580, 0.84883, -5.12761], [1.39827, 0.03858, -3.61236], [-0.86800, -0.77174, -4.70484], [0.36086, -1.87470, -4.29099], [-0.34511, -3.09539, -7.57244], [-1.46932, -2.71155, -6.40157], [-0.06363, -3.56180, -5.93148], [-0.99845, 6.71124, 5.52119], [0.10126, 6.99587, 6.22402], [-1.91910, 6.37767, 6.43360], [-1.40644, 7.68179, 4.76265], [-0.72229, 5.19552, 4.37863], [0.53860, 5.38232, 3.64501], [-0.68605, 4.06319, 5.29453], [-1.98808, 5.14816, 3.21826], [-1.91935, 3.65520, 2.73068], [-0.57290, 3.12750, 2.60592], [-2.84750, 2.69424, 3.37273], [-2.53769, 3.85771, 0.92523], [-2.49724, 2.60990, 0.40794], [-3.79070, 4.26765, 1.01287], [-1.72172, 4.63784, 0.16577], [-0.03194, -0.26644, -0.05845], [-0.59866, 0.82085, -0.34630], [1.31844, -0.16577, -0.13737], [-0.20408, -0.56903, 1.25851], [-0.74644, -1.64415, -1.14943], [-0.99991, -0.91777, -2.38002], [0.38726, -2.56191, -1.17187], [-1.92042, -2.09344, -0.44991]], "forces_ev_per_angstrom": [[1.0284, 0.8753, -0.8150], [-1.2190, -1.9890, -0.8169], [1.3098, 0.3980, 0.2323], [-2.4586, 1.8775, 1.1935], [0.1994, 0.2030, -1.1819], [1.8091, 0.3327, -1.0959], [-1.0307, 0.0283, 1.6303], [0.0844, -1.2896, -0.3188], [2.1129, -0.5047, 0.1961], [-1.1785, 0.3408, 0.1919], [-1.7013, -0.5321, -0.0324], [-0.2097, 0.7424, 0.4846], [-0.2318, -0.2136, -0.0704], [0.3968, 0.1008, 0.2426], [0.2232, 0.2000, 0.4086], [-0.4209, 0.1015, -0.4570], [0.1796, -0.8280, -0.7987], [0.1982, -0.2027, 0.7131], [-0.1080, -0.1774, 0.0942], [0.0088, 0.3708, -0.2492], [-0.1454, 0.1497, 0.5063], [0.0346, -0.6424, -0.8670], [0.8130, 0.0320, 0.4980], [-0.4149, -0.0862, 0.2930], [0.6135, 0.4316, -0.0265], [0.3495, 4.3748, 0.1830], [0.6982, -3.9684, -0.9605], [-0.4139, -2.2784, -3.3850], [0.6234, 0.4867, 1.1647], [-0.6541, -0.6677, -2.0500], [-1.2662, 0.1955, 0.3425], [0.5363, 0.2041, 0.0537], [0.3389, -0.5875, -0.4483], [-0.1439, -0.7501, 1.2531], [0.2712, 0.7366, -0.3734], [-0.0222, -0.3166, 0.7859], [-0.5346, -0.1694, 1.3838], [0.2018, 0.5886, 0.6754], [-0.5407, -0.9815, -0.3714], [-0.3427, 0.5071, 0.3552], [0.4027, 0.6190, 0.1507], [-0.1566, 0.0622, 0.6313], [0.0778, -0.0736, 0.0989], [0.5620, -0.3873, 0.9505], [-0.4973, 1.5132, 0.5569], [0.4139, -0.1782, -0.5460], [0.2483, 0.4805, 0.2492], [-0.2981, 0.5383, -0.3364], [0.1117, -0.2617, -0.5262], [-0.2013, 0.1365, 0.2265], [-0.4164, -0.8817, 0.7459], [-1.0096, 1.8257, 0.0648], [1.1939, 0.4432, -0.0453], [-0.5649, 0.2499, -1.2713], [2.1272, -1.1757, 0.0478], [-0.6451, 0.3300, 0.9496], [-0.0446, -0.2165, -0.6441], [-0.7251, 1.5288, 1.8702], [0.6450, -0.3510, -0.2378], [2.1630, 0.2818, -1.2789], [-1.9744, -0.1723, 0.1550], [0.2735, -0.4053, -0.1199], [0.0499, 0.1138, -0.1315], [0.0707, -0.3119, -0.1342], [0.8215, -0.5561, -0.0486], [-0.8910, -0.3025, 0.2545], [-0.4501, -0.0010, 0.2483], [-0.4157, -0.2722, 0.0567], [0.2645, -0.0474, 0.0408], [-0.2608, 0.4322, -0.6097], [0.3604, -0.0408, 0.2321], [-1.7253, 0.1361, -0.2125], [0.0704, -0.3094, 0.0131], [0.3110, -0.3191, -0.2459], [0.2842, 0.1446, 0.2139], [-0.0272, 0.4081, 1.0599], [0.3189, 0.1043, -0.0422], [-1.2766, 0.6083, -0.9170], [0.8764, -0.2854, -0.2963], [1.7267, -1.2924, 0.1638], [-0.4971, -0.7047, 0.1836], [-0.1458, 1.0275, 0.2669], [-1.6979, -0.9826, 0.2822], [-0.1747, -0.6326, -0.2534], [-0.1985, 1.0378, 0.3904], [1.7868, 0.7224, 0.3374], [0.2451, -0.2734, -0.8428], [0.4035, -0.2750, 0.2927], [0.2298, -0.0824, -0.3646], [-0.1067, -0.2784, 0.2799], [-0.1781, 0.7150, -0.0309], [-0.0724, -0.4610, -0.5315], [-0.0702, 0.2370, 0.3904], [-0.5639, 0.2553, 0.4677], [-0.3015, 0.5099, -0.2198], [0.0753, -0.2257, -0.3084], [-0.5234, 0.0695, -0.4951], [-0.2698, -0.4182, -0.7979], [0.4745, 0.2468, 0.0266], [-0.0220, -0.0109, 1.2734], [-0.8729, 0.6173, -0.3340], [0.9518, 0.1544, 0.2463], [-1.2461, 1.3704, -0.5293], [0.2288, 0.1056, 0.1695], [0.7125, -0.2174, 1.2134], [0.6904, 0.8762, -0.7204], [0.1391, -0.4600, -0.2510], [0.7778, 0.1145, -0.0495], [0.6487, -0.0981, 0.1968], [-0.7488, 0.3956, -1.0959], [0.8532, -0.4294, 0.8361], [0.3327, -1.2230, 0.5521], [0.3565, -0.4144, 0.1380], [-0.9328, -0.2482, 0.0810], [-0.1175, 0.1133, 0.2962], [-0.2312, -0.7353, -0.2749], [-0.4665, 0.1429, 0.3377], [0.0506, 0.5038, -0.3062], [0.4486, -0.2095, -0.3376], [-0.5147, 0.3305, 0.3464], [0.7175, -0.0400, 0.4227], [-0.1187, 0.2435, -0.8651], [0.0545, -0.2265, 0.3976], [-0.3224, -0.3634, 0.1492], [-0.8919, -0.4566, -0.5312], [0.4718, -0.2518, 1.0167], [-0.5010, 0.2056, 1.5519], [2.8017, -0.6069, -2.3889], [-1.7809, 2.3782, -1.4848], [-0.0963, -2.5439, 1.5094], [0.9792, -0.1864, 0.1770], [-0.9911, 0.4635, 0.2957], [0.5663, -0.0419, -0.5937], [0.1561, -1.9473, 1.0017], [-2.6982, 0.0662, 0.6880], [1.7911, 0.2029, -1.6602], [-0.2571, 0.0155, -0.1106], [0.1247, -0.1808, -0.5937], [0.0814, 0.0199, 0.2487], [0.5716, -0.3686, -0.6318], [-1.1218, 0.4826, 0.3281], [0.0338, 0.6027, 0.0012], [0.4755, 0.5227, 1.3076], [-0.1086, -0.5703, -0.4622], [-0.0956, 0.5718, -0.1897], [-0.6224, 0.6027, 0.2372], [0.5596, 0.6423, -0.4457], [-0.3668, -0.3436, 0.0474], [0.1763, 0.8486, -0.3486], [-0.0763, -0.2855, 0.5497], [0.4799, 0.8963, 0.9848], [0.4984, -0.0073, -1.4641], [1.0267, -0.2751, -1.3081], [-1.6919, -0.1099, 0.3082], [1.2674, 0.1903, 1.2154], [0.0631, 1.0297, -0.6458], [-0.5245, -0.3870, 0.3149], [0.7923, 0.3825, -1.8376], [-0.8296, 0.0214, 0.7066], [1.1382, -0.1479, -0.5510], [0.1677, -1.5431, -0.6785], [-0.4799, 0.5233, 0.1024], [-1.1059, -0.5644, 0.0859], [-0.3288, -0.4212, 0.2718], [-0.0868, -0.2880, 0.1690], [0.5990, -0.0736, 0.8119], [-0.5000, 0.4236, 0.0392], [0.2704, 0.0351, -0.1939], [0.0904, -0.1416, 0.3733], [-0.1900, 0.3181, -0.1408], [0.5183, -0.3376, 0.7959], [-0.2517, 0.0361, -0.4014], [0.2160, 0.0149, 0.9447], [-0.6651, 0.0039, 0.4612], [-0.6768, 0.4942, -0.1913], [-0.5096, 0.3057, 0.1291], [0.9604, -0.7267, 0.9553], [-0.2068, 1.7417, -1.0789], [1.3578, 0.1777, -1.9328], [-1.4166, 0.5655, -0.7949], [-0.2700, -0.3584, -1.0912], [-0.4934, -0.1901, 1.0231], [0.6099, 0.9009, 0.2801], [0.9777, -2.5574, 0.0191], [1.2182, 3.0155, 1.1182], [-1.9450, -3.1177, -0.7249], [-0.3678, 0.2016, 0.0453], [-0.3628, 0.1559, 0.2483], [-0.2425, -0.1247, 0.3534], [0.1886, 0.4267, 0.4205], [0.1313, -0.8834, 0.0455], [-0.3306, -0.3002, -0.0250], [-0.1980, -0.5716, 0.3522], [1.1103, 0.3640, -0.1409], [-0.7301, 0.1656, 0.0357], [0.1124, 0.5163, -0.3929], [-0.3609, -0.7769, -0.0009], [0.6723, 0.5423, -0.1700], [-0.3276, 0.7258, 0.3650], [0.4779, -0.0922, 0.3664], [-0.9927, -0.0459, 1.6185], [-0.2887, -0.4238, -1.5102], [0.2641, -0.0628, -1.1153], [0.1997, 0.4605, -0.0918], [3.8384, -0.5233, 1.9849], [-2.2506, 0.6162, 0.4775], [-0.9614, 1.1747, -1.0732], [0.9656, 1.1120, 1.8454], [-1.1126, -5.7990, -2.0011], [-0.7336, 0.8617, -0.2883], [1.3290, 2.8172, -0.9712], [0.5052, -0.5805, 0.3599], [-0.1157, 0.8681, 0.2999], [0.6668, 0.2815, -0.7081], [-1.3345, -0.6048, 1.1428], [1.0943, -4.0564, 1.5092], [-1.0499, 3.1763, -0.4441], [-0.1054, 0.4207, -0.9079], [-0.6325, 0.2211, -0.3891], [1.5563, 0.6939, 0.7401], [0.1088, -0.2205, -0.0518], [-0.3348, -0.2229, -0.3822], [-0.2198, -0.1715, -0.0069]], "max_force_ev_per_a": 6.235, "charge": 7, "lumo_ev": [-13.259, -17.162], "gap_ev": [7.21, 3.31], "multiplicity": 2, "homo_ha": [-0.75226, -0.75226], "energy_ev": -172336.633}